Entry 1:
DFT (ωB97M-V/def2-TZVPD) results for a structure of composition C5H7NO.

E_HOMO (alpha / beta) = -0.2507 / -0.2507 hartree
Strongest force on any atom = 0.96 eV/A
M = 97.12 g mol⁻¹
Lowest unoccupied orbital energy (alpha / beta) = -0.7 / -0.7 eV
Energy above the lowest of the compared OMol25 structures with the same formula, charge and spin = 107.92 kcal/mol
2S+1 = 1
E_tot = -324.552480 hartree

Last column: natural (NBO) charge in e.
Cartesian coordinates (Å):
O 1.90667 0.14330 -2.38121  -0.68
C 1.86924 0.14886 -1.14326  0.33
C 0.72642 -0.06699 -0.38576  -0.39
C -0.64214 -0.47673 -0.84816  -0.19
N -0.96754 -0.15261 0.57716  -0.18
C -1.63078 0.85744 0.97115  0.02
C 0.41897 -0.49338 1.02073  -0.19
H 2.78163 0.34161 -0.52876  0.09
H -1.24007 0.11546 -1.55062  0.20
H -0.75874 -1.55252 -1.04096  0.19
H -2.30877 1.33837 0.27673  0.20
H -1.36522 1.31508 1.91672  0.20
H 0.71043 0.05971 1.92280  0.20
H 0.49990 -1.57760 1.19342  0.18

Entry 2:
DFT (ωB97M-V/def2-TZVPD) results for an isolated molecule of C5H7NO.

E_HOMO = -0.3386 hartree
Strongest force on any atom = 0.33 eV/A
SMILES string = [H]/N=C1/C=C(C)CO1
M = 97.12 g mol⁻¹
Lowest unoccupied orbital energy = 0.8 eV
Energy above the lowest of the compared OMol25 structures with the same formula, charge and spin = 19.29 kcal/mol
2S+1 = 1
E_tot = -324.693730 hartree

Last column: natural (NBO) charge in e.
Cartesian coordinates (Å):
H 3.38895 -0.60479 0.59142  0.35
N 2.76852 -0.88521 -0.16777  -0.69
C 1.69154 -0.22667 -0.10711  0.53
C 0.45565 -0.50859 -0.84767  -0.29
C -0.55290 0.09430 -0.21828  0.04
C -2.00519 -0.25313 -0.26729  -0.65
C 0.03036 1.04163 0.79887  -0.10
O 1.42758 0.76836 0.80238  -0.50
H 0.40768 -1.24372 -1.64045  0.23
H -2.65991 0.55008 0.08188  0.22
H -2.32149 -0.57303 -1.26387  0.23
H -2.14690 -1.10614 0.40957  0.23
H -0.37105 0.88695 1.80740  0.19
H -0.13104 2.09294 0.52075  0.20

Entry 3:
DFT (ωB97M-V/def2-TZVPD) results for an isolated molecule of C5H7NO.

E_HOMO = -0.3538 hartree
Strongest force on any atom = 0.76 eV/A
SMILES string = C#CCCNC=O
M = 97.12 g mol⁻¹
Lowest unoccupied orbital energy = 0.9 eV
Energy above the lowest of the compared OMol25 structures with the same formula, charge and spin = 54.18 kcal/mol
2S+1 = 1
E_tot = -324.638118 hartree

Last column: natural (NBO) charge in e.
Cartesian coordinates (Å):
C 1.40796 1.01592 -1.21643  -0.22
C 1.27853 -0.10803 -0.81003  -0.03
C 0.81985 -1.33238 -0.17001  -0.50
C -0.52174 -1.00404 0.59437  -0.20
N -0.76200 0.39701 0.96417  -0.64
C -1.20547 1.37358 0.08277  0.55
O -0.68216 2.46105 -0.03672  -0.59
H 1.48747 2.02051 -1.56163  0.25
H 1.59399 -1.74155 0.49461  0.23
H 0.66727 -2.11241 -0.93188  0.24
H -1.35175 -1.33388 -0.03649  0.21
H -0.53950 -1.58180 1.52141  0.21
H -0.04603 0.80740 1.55309  0.39
H -2.14641 1.13861 -0.44723  0.12

Entry 4:
DFT (ωB97M-V/def2-TZVPD) results for an isolated molecule of C5H7NO.

E_HOMO = -0.3281 hartree
Strongest force on any atom = 0.65 eV/A
SMILES string = O=C1C[C@@H]1[C@@H]1CN1
M = 97.12 g mol⁻¹
Lowest unoccupied orbital energy = 0.9 eV
Energy above the lowest of the compared OMol25 structures with the same formula, charge and spin = 68.08 kcal/mol
2S+1 = 1
E_tot = -324.615968 hartree

Last column: natural (NBO) charge in e.
Cartesian coordinates (Å):
O 0.50177 -2.84400 0.06056  -0.48
C -0.11720 -1.84592 0.30162  0.62
C -1.34283 -1.06153 0.11025  -0.54
C -0.12639 -0.49995 0.90940  -0.35
C 0.74260 0.55786 0.29337  -0.08
C 0.21305 1.68392 -0.50974  -0.26
N 0.82392 0.52864 -1.16125  -0.60
H -2.22848 -1.32298 0.68586  0.24
H -1.52875 -0.65120 -0.88094  0.25
H -0.26671 -0.42771 1.98756  0.24
H 1.66308 0.74787 0.84481  0.20
H 0.75838 2.62570 -0.49179  0.20
H -0.85866 1.78011 -0.66884  0.20
H 1.76622 0.72921 -1.48087  0.36

Entry 5:
DFT (ωB97M-V/def2-TZVPD) results for an isolated molecule of C5H7NO.

E_HOMO = -0.3160 hartree
Strongest force on any atom = 0.86 eV/A
M = 97.12 g mol⁻¹
Lowest unoccupied orbital energy = 0.7 eV
Energy above the lowest of the compared OMol25 structures with the same formula, charge and spin = 108.94 kcal/mol
2S+1 = 1
E_tot = -324.550856 hartree

Last column: natural (NBO) charge in e.
Cartesian coordinates (Å):
O 1.96752 -0.24770 2.69344  -0.69
C 2.09801 0.41815 1.45538  -0.14
C 0.86273 0.41395 0.65916  -0.02
C -0.17911 0.43051 0.05472  -0.03
C -1.43582 0.44565 -0.69474  -0.31
C -1.72174 -0.66555 -2.73650  -0.10
N -1.59509 -0.79413 -1.43796  -0.54
H 1.22084 0.14432 3.16275  0.47
H 2.42876 1.45962 1.58292  0.19
H 2.88552 -0.10726 0.90957  0.21
H -2.30258 0.63984 -0.07023  0.22
H -1.49061 -1.65532 -3.13169  0.10
H -1.40220 1.16941 -1.50835  0.26
H -1.33624 -1.65148 -0.93849  0.38

Entry 6:
DFT (ωB97M-V/def2-TZVPD) results for a structure of composition C5H7NO.

E_HOMO = -0.2624 hartree
Strongest force on any atom = 0.45 eV/A
M = 97.12 g mol⁻¹
Lowest unoccupied orbital energy = 0.9 eV
Energy above the lowest of the compared OMol25 structures with the same formula, charge and spin = 90.19 kcal/mol
2S+1 = 1
E_tot = -324.580732 hartree

Last column: natural (NBO) charge in e.
Cartesian coordinates (Å):
O 1.52490 2.00484 -0.85571  -0.50
C 0.71233 1.34568 -0.27408  0.44
C 1.43428 -1.16798 0.43195  -0.39
N 0.19116 -0.79047 0.17869  -0.21
C -0.99762 -0.66288 0.77026  -0.15
C -1.59419 0.24501 -0.27183  -0.42
C -0.15735 0.22240 -0.84706  -0.14
H 2.13373 -1.12605 -0.38967  0.20
H 1.69319 -1.50709 1.42509  0.20
H 0.55425 1.37058 0.82838  0.11
H -1.24264 -0.96446 1.77903  0.20
H -1.90294 1.25882 0.01866  0.21
H -2.38377 -0.18780 -0.90154  0.21
H 0.03469 -0.04060 -1.89216  0.23

Entry 7:
DFT (ωB97M-V/def2-TZVPD) results for an isolated molecule of C5H7NO at a distorted geometry.

E_HOMO = -0.3151 hartree
Strongest force on any atom = 4.86 eV/A
SMILES string = N=C=CC/C=C\O
M = 97.12 g mol⁻¹
Lowest unoccupied orbital energy = 0.7 eV
Energy above the lowest of the compared OMol25 structures with the same formula, charge and spin = 78.52 kcal/mol
2S+1 = 1
E_tot = -324.599341 hartree

Last column: natural (NBO) charge in e.
Cartesian coordinates (Å):
N -2.85986 0.67937 0.78463  -0.63
C -2.07410 0.05362 0.09362  0.40
C -1.34144 -0.91628 -0.33478  -0.42
C 0.13534 -0.70571 -0.42721  -0.42
C 0.65030 0.63040 0.11779  -0.31
C 1.91840 0.88441 0.20648  0.15
O 2.97964 -0.01732 0.16951  -0.71
H -3.48460 1.44897 0.43852  0.38
H -1.84158 -1.81521 -0.69066  0.25
H 0.63876 -1.60186 0.30726  0.18
H 0.52536 -0.86725 -1.43841  0.22
H -0.29075 1.31136 0.18085  0.22
H 2.23871 1.90276 0.34058  0.19
H 2.80583 -0.98726 0.25184  0.49

Entry 8:
DFT (ωB97M-V/def2-TZVPD) results for an isolated molecule of C5H7NO.

E_HOMO = -0.3193 hartree
Strongest force on any atom = 0.42 eV/A
SMILES string = C[C@H]1C=CNC1=O
M = 97.12 g mol⁻¹
Lowest unoccupied orbital energy = 0.9 eV
Energy above the lowest of the compared OMol25 structures with the same formula, charge and spin = 2.11 kcal/mol
2S+1 = 1
E_tot = -324.721099 hartree

Last column: natural (NBO) charge in e.
Cartesian coordinates (Å):
C 1.29506 1.04475 -0.79725  -0.59
C -0.00532 0.27418 -0.58886  -0.35
C 0.08186 -1.22127 -0.40755  -0.26
C -0.65249 -1.56953 0.65116  -0.01
N -1.22812 -0.44009 1.25859  -0.63
C -0.77489 0.72018 0.66133  0.69
O -0.96267 1.84980 1.05960  -0.59
H 1.75426 0.77111 -1.75311  0.21
H 2.01401 0.83889 0.00176  0.21
H 1.08831 2.11911 -0.80211  0.23
H -0.67674 0.49628 -1.43352  0.24
H 0.62428 -1.89741 -1.05494  0.22
H -0.85410 -2.55362 1.05803  0.22
H -1.70344 -0.43239 2.14688  0.41